Formula: C3H8N2O2
Source: OMol25
Level of theory: ωB97M-V/def2-TZVPD

```
! wB97M-V def2-TZVPD RIJCOSX def2/J DEFGRID3
* xyz 0 1
C 1.492 -0.036 -0.465
C -1.858 -0.563 0.444
C -2.251 0.627 0.701
N 2.707 0.308 -0.778
N 3.814 -0.360 -0.677
O -1.439 -1.007 -0.784
O -2.957 1.122 1.722
H 0.697 0.691 -0.340
H 1.275 -1.052 -0.206
H -2.234 -1.330 1.070
H -1.945 1.467 -0.086
H 2.807 1.162 -1.308
H 3.734 -1.357 -0.535
H -0.969 -0.302 -1.298
H -2.871 0.631 2.539
*
```

Calculated values
* Kohn-Sham gap (alpha / beta): 8.66 / 8.66 eV
* energy above the lowest of the compared OMol25 structures with the same formula, charge and spin: 130.72 kcal per mole